No. 1
This record from the OMol25 dataset describes 2 unconnected molecules or ions with the total composition C4H12N2. The level of theory is ωB97M-V/def2-TZVPD.

Last column: natural (NBO) charge in e.
Positions of all 18 atoms, in Å:
N -1.61100 0.05883 -1.26193  -0.64
N -3.19595 0.78847 1.16340  -1.10
C -0.49204 0.76731 -0.70163  -0.24
C 0.89677 0.45843 -0.74100  -0.23
C 1.52303 -0.33809 0.39156  -0.47
C 2.81419 -1.08063 0.06419  -0.61
H -1.23138 -0.62361 -1.92206  0.35
H -0.82645 1.80879 -0.56071  0.19
H -3.25559 0.35741 2.07678  0.36
H 2.83571 -1.54111 -0.92286  0.21
H 3.07525 -1.91322 0.72552  0.21
H 3.68246 -0.41509 0.12704  0.20
H 1.65256 0.13279 1.37249  0.22
H 0.66888 -0.98327 0.01412  0.23
H -4.15309 0.95901 0.88090  0.36
H -2.80413 0.22044 0.41183  0.37
H -1.08907 0.05585 0.05611  0.41
H 1.50985 1.28768 -1.17375  0.17

The calculation puts the orbital gap at 6.5 eV. The value obtained for the HOMO energy is -7.43 eV. The calculation puts the total energy at -268.85025 hartree. The LUMO energy comes out at -0.9 eV. For the energy above the lowest of the compared OMol25 structures with the same formula, charge and spin, the calculation gives 7.241 eV.

---

No. 2
This record from the OMol25 dataset describes a molecular structure, C46H44F4O17SSi2. The level of theory is ωB97M-V/def2-TZVPD.

Last column: Löwdin charge in e.
Positions of all 114 atoms, in Å:
S -2.83933 2.52244 -4.19430  0.80
Si 3.50012 -0.14641 -3.80057  0.57
Si 5.33680 1.95966 -4.67472  0.58
F 4.21486 -3.52818 -4.25340  -0.04
F 1.94425 -1.00687 -6.06724  -0.06
F 3.13018 -3.57158 -6.40475  -0.05
F 1.48757 -2.17537 -4.00443  -0.04
O 9.17932 2.42488 -3.63675  -0.10
O -2.38996 -2.62727 1.62404  0.10
O -1.46123 -3.96377 4.10245  0.08
O -5.68660 0.81815 7.23644  0.09
O -4.12559 2.46769 -5.05313  -0.35
O 0.21533 -8.57621 -2.08851  0.10
O -2.89127 1.36302 -3.12333  -0.40
O -6.75556 6.33690 4.24200  0.10
O 1.53877 0.72713 0.36609  0.07
O -5.38996 -7.31818 5.36041  0.10
O 5.67916 4.83636 -3.80143  0.04
O -4.29332 -4.19807 8.31614  0.09
O -3.59525 -6.20372 0.76109  0.09
O -2.63909 3.96399 -3.30521  -0.23
O -3.04213 4.26540 7.43399  0.10
O 6.06965 9.79683 -5.67511  0.11
O 4.88654 0.27262 -4.78110  -0.39
C -3.47463 -6.14161 6.06705  0.01
C 1.41594 1.88784 -4.58132  -0.25
C -3.89597 4.74220 6.69904  -0.38
C -5.88373 4.41935 5.29806  0.03
C -5.36562 -0.33602 7.48419  -0.37
C 0.63537 -0.04522 0.65564  -0.37
C 7.03764 7.65617 -5.49369  0.03
C 5.97977 8.65525 -5.24474  -0.38
C -0.37656 -0.44943 -0.34056  0.03
C -1.24357 2.31835 -5.22612  -0.21
C -4.84854 6.70332 5.57660  0.02
C 5.76904 5.97795 -4.23179  -0.37
C 3.69290 -2.66229 -5.34745  -0.10
C 8.27706 1.62710 -4.25488  -0.16
C -2.98975 -7.98126 -0.66230  0.03
C -1.48656 -1.85492 1.33449  -0.36
C -2.71855 -6.75021 0.10592  -0.36
C 4.80925 8.22341 -4.45531  0.03
C 0.51401 -0.60864 2.01470  0.03
C 4.30070 0.18290 -1.00708  -0.18
C -2.03180 -8.57639 -1.37957  0.02
C 4.71117 6.97702 -3.98284  0.03
C -0.39017 -6.79866 -0.66511  0.03
C -4.94916 3.89899 6.09939  0.03
C -0.66138 -8.02971 -1.43334  -0.38
C -3.95815 -0.70367 7.73533  0.03
C -4.48656 -6.54583 5.07085  -0.38
C 2.56368 -1.55227 -4.80820  -0.25
C -3.91397 6.18295 6.37793  0.02
C 7.14656 2.30629 -5.27409  -0.25
C 2.32362 1.29468 -3.32954  -0.25
C -2.36463 -4.73613 4.39200  -0.36
C -1.34812 -6.20353 0.05215  0.03
C 3.97033 -1.02222 -2.10358  -0.26
C -6.02177 -2.67626 7.81726  0.03
C 6.93956 6.40979 -5.02123  0.03
C -1.36520 -1.29150 -0.02457  0.04
C -0.47463 -1.45070 2.33069  0.03
C -4.61430 -3.04390 8.06839  -0.38
C -6.37119 -1.41537 7.54451  0.03
C -3.60873 -1.96455 8.00808  0.03
C -0.15805 1.62785 -4.21259  -0.26
C -2.48599 -5.29955 5.75106  0.01
C -3.37656 -5.14034 3.39581  0.01
C -5.90173 5.86011 4.97694  -0.39
C -4.36520 -5.98241 3.71179  0.03
H 3.38599 0.87706 -0.78171  0.04
H 5.29275 2.33222 -3.25182  -0.02
H 4.31581 2.73649 -5.40826  -0.01
H 4.04204 8.96823 -4.28243  0.12
H -2.11562 -1.59707 -0.74381  0.13
H -1.16581 -5.30052 0.62187  0.12
H -0.31910 0.45860 -4.05051  0.14
H -0.57854 -1.87244 3.32295  0.11
H -6.74763 -3.47912 7.86581  0.13
H 5.17991 0.86305 -1.39934  0.06
H 7.28427 3.48028 -5.31182  0.07
H -2.58108 -2.25103 8.19544  0.12
H 7.88951 7.98811 -6.07502  0.13
H -0.35286 2.10660 -3.13672  0.11
H 0.61976 -6.40963 -0.71530  0.12
H 3.85930 6.64508 -3.40151  0.12
H 1.26443 -0.30307 2.73394  0.12
H -3.23229 0.09920 7.68677  0.13
H -3.13434 6.78808 6.82494  0.12
H -1.73557 -4.99398 6.47031  0.12
H -1.46586 1.54582 -6.08127  0.13
H -3.99968 -8.37029 -0.61212  0.12
H 8.19623 0.46742 -4.10694  0.13
H -7.39885 -1.12889 7.35714  0.12
H 1.54454 0.84228 -2.54458  0.08
H 4.91438 -1.70769 -2.20271  0.09
H -2.21411 -9.47940 -1.94929  0.12
H 1.55906 3.07313 -4.61082  0.12
H 3.02672 -1.62132 -1.69501  0.10
H -0.82814 3.34469 -5.60472  0.12
H 7.26193 1.82923 -6.35616  0.10
H 4.65234 -0.25656 0.03922  0.09
H -4.92116 2.84429 6.34448  0.09
H -4.87654 7.75802 5.33150  0.12
H 7.70677 5.66497 -5.19410  0.11
H 2.84121 2.18901 -2.73234  0.11
H -0.27265 -0.02770 -1.33282  0.10
H 4.61665 -2.12810 -5.85944  0.17
H -6.66336 3.81423 4.85104  0.12
H -1.66663 4.14603 -3.09076  0.11
H 1.75396 1.50636 -5.63615  0.11
H -3.27265 -4.71860 2.40354  0.08
H -3.57854 -6.56335 7.05931  0.12
H -5.11562 -6.28798 2.99255  0.12

The calculation puts the orbital gap at 7.7 eV. The value obtained for the HOMO energy is -9.93 eV. The calculation puts the total energy at -4434.59019 hartree. The LUMO energy comes out at -2.2 eV.

---

No. 3
This record from the OMol25 dataset describes 2 unconnected molecules or ions with the total composition C2H4N2S. The level of theory is ωB97M-V/def2-TZVPD.

Last column: natural (NBO) charge in e.
Positions of all 9 atoms, in Å:
S 0.87167 -1.51008 1.72488  0.22
N 2.21170 -3.57943 -0.64772  -0.24
N -0.45403 0.87242 -1.39584  -1.07
C 1.89618 -1.31750 0.50923  -0.44
C 2.15539 -2.52661 -0.21301  0.19
H -1.33815 0.41315 -1.27142  0.36
H 2.27968 -0.28721 0.32040  0.26
H -0.32771 1.40906 -2.21567  0.36
H 0.15729 0.08719 -1.46002  0.34

The calculation puts the orbital gap at 8.1 eV. The value obtained for the HOMO energy is -9.77 eV. The calculation puts the total energy at -586.24299 hartree. The LUMO energy comes out at -1.7 eV. For the energy above the lowest of the compared OMol25 structures with the same formula, charge and spin, the calculation gives 1.399 eV. As for the SMILES: N#CC=S.N.

---

No. 4
This record from the OMol25 dataset describes a gas-phase ion, C4H10NO2 (charge +1). The level of theory is ωB97M-V/def2-TZVPD.

Last column: natural (NBO) charge in e.
Positions of all 17 atoms, in Å:
O -2.32832 -0.95962 -0.37448  -0.50
O -1.33959 1.08332 -0.27967  -0.75
N 2.38094 -0.43973 -0.11479  -0.70
C -1.34899 -0.30325 -0.37350  0.80
C 0.99528 0.32454 -0.00206  -0.01
C 0.81402 0.90423 1.44777  -0.64
C 0.08239 -0.75711 -0.48846  -0.59
H 3.14675 -0.11332 0.39361  0.43
H 2.73848 -0.43275 -1.12210  0.45
H -0.36059 1.06702 1.68949  0.27
H 1.35398 1.82762 1.64314  0.25
H 1.12157 0.14020 2.12945  0.21
H 2.16978 -1.42507 0.22638  0.45
H -2.09397 1.58497 0.06721  0.53
H 0.28216 -0.95852 -1.66980  0.27
H -0.00073 -1.73592 -0.01992  0.27
H 1.06312 1.12377 -0.80321  0.25

The calculation puts the orbital gap at 10.7 eV. The value obtained for the HOMO energy is -14.55 eV. The calculation puts the total energy at -363.36848 hartree. The LUMO energy comes out at -3.9 eV. For the energy above the lowest of the compared OMol25 structures with the same formula, charge and spin, the calculation gives 1.828 eV. As for the net charge: +1. As for the SMILES: C[C@@H]([NH3+])CC(=O)O.

---

No. 5
This record from the OMol25 dataset describes 2 unconnected molecules or ions with the total composition CH4ClP. The level of theory is ωB97M-V/def2-TZVPD.

Last column: natural (NBO) charge in e.
Positions of all 7 atoms, in Å:
Cl 2.90395 -0.26852 -0.25712  -0.48
P 0.21614 1.29193 0.07424  0.76
C -0.69200 -0.25396 0.30927  -1.04
H -0.70319 -0.59136 1.29028  0.25
H -1.68749 -0.24691 0.15585  0.26
H 0.33836 1.23254 -1.41806  -0.02
H -0.37577 -1.16372 -0.15444  0.28

The calculation puts the orbital gap (alpha / beta) at 7.5 / 6.8 eV. The value obtained for the HOMO energy (alpha / beta) is -9.98 / -9.69 eV. The calculation puts the total energy at -841.94075 hartree. The LUMO energy (alpha / beta) comes out at -2.5 / -2.9 eV. For the energy above the lowest of the compared OMol25 structures with the same formula, charge and spin, the calculation gives 2.301 eV.

---

No. 6
This record from the OMol25 dataset describes a single C4H4F2 molecule. The level of theory is ωB97M-V/def2-TZVPD.

Last column: natural (NBO) charge in e.
Positions of all 10 atoms, in Å:
F -2.06081 1.28705 -0.16725  -0.30
F -2.79140 -0.68747 -0.00910  -0.30
C -1.73256 0.05193 -0.06177  0.76
C -0.52226 -0.39763 0.00864  -0.43
C 1.86572 -0.05696 -0.17250  -0.38
C 0.65941 0.43307 0.21583  -0.22
H 0.43186 1.42333 0.75050  0.22
H -0.54332 -1.50435 0.27815  0.23
H 2.73682 0.55099 -0.26192  0.20
H 1.95655 -1.09996 -0.58058  0.20

The calculation puts the orbital gap at 10.0 eV. The value obtained for the HOMO energy is -8.94 eV. The calculation puts the total energy at -354.48080 hartree. The LUMO energy comes out at 1.0 eV. For the energy above the lowest of the compared OMol25 structures with the same formula, charge and spin, the calculation gives 0.538 eV. As for the SMILES: C=CC=C(F)F.